No. 1
Here is a cluster of 3 separate species, C18H30N3O8S in total in a non-equilibrium geometry from OMol25. Energies are from wB97M-V/def2-TZVPD.

Last column: Löwdin charge in e.
Geometry (Å):
H  2.301  -2.261  1.641  0.08
H  -5.398  -0.640  3.498  0.15
H  -4.232  0.713  3.664  0.15
C  -1.877  0.893  1.171  -0.04
H  7.269  -3.025  -3.373  0.08
H  -2.952  6.124  -3.699  0.08
H  -0.430  0.583  2.873  0.12
H  7.686  -2.524  2.719  0.10
H  -0.902  5.478  -2.376  0.13
C  6.314  -3.171  -0.121  -0.61
C  -2.644  -0.458  1.451  -0.33
O  0.607  0.612  1.031  -0.13
H  -2.213  7.550  -2.962  0.08
C  -3.608  1.515  -2.885  -0.04
O  -2.205  3.658  -3.572  0.14
O  -5.046  -1.353  1.219  0.02
H  6.002  -2.013  -2.704  0.07
O  -2.534  4.517  -1.503  0.02
H  4.757  -4.078  -1.952  0.12
N  -5.433  -1.523  -1.170  0.22
C  -2.347  -2.454  0.389  -0.77
N  -2.323  -1.203  2.684  0.16
H  6.005  -2.221  2.262  0.09
N  -2.362  -1.254  0.217  0.13
H  -1.503  -1.759  2.936  0.17
H  -0.037  -1.394  1.416  0.07
C  -0.472  1.028  1.850  -0.20
H  -1.704  0.921  0.078  0.13
C  0.829  -0.796  1.069  -0.26
C  6.201  -2.988  -3.150  -0.07
H  -2.701  1.151  -3.368  0.10
H  1.803  -1.230  3.006  0.07
O  -3.333  2.553  -1.951  -0.02
H  1.050  -1.115  0.030  0.13
C  -3.201  -1.169  3.617  0.09
C  -2.637  3.584  -2.454  -0.61
C  7.029  -2.265  1.892  -0.04
C  -2.717  6.606  -2.751  -0.06
H  -1.604  6.241  -0.959  0.12
C  -5.413  -1.278  -0.071  -0.28
H  6.000  -5.070  -2.696  0.12
C  -1.845  5.720  -1.885  -0.21
H  -3.047  -1.725  4.553  0.17
H  2.940  -0.598  1.684  0.09
S  -2.141  -3.989  0.628  0.85
C  -4.395  -0.283  3.202  0.01
O  5.427  -2.357  -0.212  0.11
H  -3.666  6.813  -2.252  0.08
O  6.621  -4.103  -1.022  0.04
H  -2.504  1.785  1.385  0.13
H  5.641  -3.058  -4.083  0.08
H  -4.526  0.710  1.253  0.17
H  -0.309  2.115  2.005  0.14
H  7.333  -1.297  1.493  0.10
H  -4.324  1.862  -3.631  0.10
H  -4.057  0.690  -2.333  0.07
C  -4.194  -0.273  1.637  -0.19
C  2.060  -1.214  1.929  -0.06
O  7.175  -3.275  0.895  0.01
C  5.817  -4.113  -2.210  -0.21

The value obtained for the energy relative to the best compared isomer or geometry (same formula, charge and spin) is 9.13 kcal per mole. As for the total charge: +1.

No. 2
Here is a structure of composition C18H30N4O6RbS2 in a non-equilibrium geometry from OMol25. Energies are from wB97M-V/def2-TZVPD.

Last column: Löwdin charge in e.
Geometry (Å):
H  -3.907  -1.015  2.371  0.13
H  -3.074  -2.571  0.633  0.11
C  0.490  3.921  -0.941  -0.17
C  -0.445  2.789  -2.850  -0.13
H  2.554  3.599  -0.394  0.13
H  -4.065  0.217  -1.193  0.14
H  -3.271  0.295  -3.705  0.16
H  4.638  -3.287  -1.331  0.07
H  -0.964  -3.496  2.219  0.12
H  -0.046  0.749  -3.395  0.11
H  0.227  3.314  -3.546  0.14
H  -3.407  0.336  1.357  0.14
H  1.040  3.774  2.778  0.15
C  -0.150  -0.088  3.627  -0.16
O  1.103  2.792  1.015  -0.24
O  0.219  1.093  2.880  -0.21
H  1.725  4.722  0.700  0.15
H  -1.983  -0.879  -3.187  0.14
O  0.268  2.604  -1.556  -0.26
H  0.038  -3.830  3.660  0.09
H  -0.478  4.268  -0.448  0.16
O  -1.794  0.945  -2.370  -0.17
H  1.806  1.713  4.133  0.15
H  -2.251  0.492  3.477  0.14
C  -3.199  -0.721  1.594  -0.18
O  -1.868  -0.906  2.027  -0.22
H  -4.270  -1.287  -1.992  0.13
H  0.815  4.634  -1.763  0.14
H  0.707  -1.067  -4.381  0.11
N  1.665  -1.814  -1.957  0.06
C  -0.909  1.445  -3.317  -0.23
N  1.660  -0.857  -4.120  0.07
C  -3.507  -0.564  -1.712  -0.15
N  0.993  -2.999  0.738  0.06
H  -0.077  0.040  4.713  0.14
C  3.317  -3.194  1.055  -0.45
C  -1.623  -0.414  3.364  -0.16
C  -3.371  -1.618  0.347  -0.21
C  3.817  -2.775  -1.834  -0.40
H  2.204  -0.428  -4.879  0.12
H  2.292  0.908  2.665  0.12
H  0.468  -0.933  3.332  0.10
C  2.271  -2.998  0.165  -0.32
C  2.269  -1.465  -3.106  -0.65
S  2.797  -3.451  2.606  1.03
C  1.629  2.945  2.305  -0.20
H  2.747  3.216  2.219  0.16
C  -2.655  -0.083  -2.835  -0.17
N  -0.083  -3.495  2.733  0.11
H  -1.330  3.380  -2.577  0.14
C  1.560  1.613  3.030  -0.17
O  -2.641  -1.167  -0.723  -0.16
C  2.549  -2.588  -1.260  -0.34
H  -4.460  -1.644  0.130  0.14
S  4.009  -1.882  -3.282  1.04
C  1.060  -3.318  2.023  -0.62
Rb  0.173  0.164  0.022  0.91
C  1.590  3.774  0.071  -0.17
H  -1.306  1.516  -4.333  0.14
H  4.394  -3.260  0.895  0.08
H  -1.962  -1.167  4.104  0.14

As for the total charge: +1.

Lowest unoccupied orbital energy for the records above, in order: -5.00, -1.92 eV
Frontier orbital gap for the records above, in order: 7.43, 7.78 eV
Highest occupied orbital energy for the records above, in order: -12.4, -9.7 eV